1 | Here is a structure of composition C4H6NO from OMol25. Energies are from ωB97M-V/def2-TZVPD.

The calculation puts the frontier orbital gap at 8.87 eV. The HOMO energy comes out at -13.9 eV. Its charge is +1.

Last column: natural (NBO) charge in e.
Positions of all 12 atoms, in Å:
C1 0.103 0.711 0.780  0.228
C2 -0.466 0.304 -2.456  0.561
C3 1.219 -1.029 2.083  0.084
C4 -0.704 0.304 -0.508  -0.653
N1 0.787 -0.110 1.405  -0.258
O1 -1.261 -0.249 -3.074  -0.389
H1 -0.114 1.782 1.037  0.272
H2 0.373 0.868 -2.776  0.172
H3 2.227 -1.135 2.072  0.234
H4 0.388 -1.597 2.623  0.252
H5 -0.904 -0.726 -0.514  0.232
H6 -1.648 0.877 -0.671  0.265

***

2 | Here is the ion C4H6NO with charge +1 from OMol25. Energies are from ωB97M-V/def2-TZVPD.

The calculation puts the frontier orbital gap at 10.65 eV. The HOMO energy comes out at -15.4 eV. Its charge is +1. Its structure (SMILES) is CC(=O)C1=C[NH2+]1.

Last column: natural (NBO) charge in e.
Positions of all 12 atoms, in Å:
C1 1.777 -0.984 -0.203  -0.731
C2 1.107 0.212 0.103  0.595
O1 1.640 1.252 0.378  -0.420
C3 -0.552 0.095 0.187  0.111
C4 -1.749 0.031 0.715  0.019
N1 -1.600 1.018 -0.345  -0.552
H1 1.394 -1.385 -1.072  0.265
H2 1.256 -1.771 0.450  0.267
H3 2.891 -1.039 -0.151  0.293
H4 -2.514 -0.226 1.413  0.291
H5 -1.962 0.770 -1.320  0.426
H6 -1.687 2.026 -0.155  0.437

***

3 | Here is the ion C4H6NO with charge +1 from OMol25. Energies are from ωB97M-V/def2-TZVPD.

The calculation puts the frontier orbital gap at 9.11 eV. The HOMO energy comes out at -14.4 eV. Its charge is +1. Its structure (SMILES) is C=[N+](C)C=C=O.

Last column: natural (NBO) charge in e.
Positions of all 12 atoms, in Å:
C1 0.595 -1.497 -0.004  0.073
N1 0.185 -0.270 0.007  -0.204
C2 1.208 0.765 -0.109  -0.422
C3 -1.079 0.333 0.165  -0.413
C4 -2.389 0.122 0.016  0.788
O1 -3.520 0.076 -0.086  -0.306
H1 -0.093 -2.325 0.098  0.230
H2 1.643 -1.704 -0.142  0.233
H3 1.303 1.313 0.830  0.247
H4 2.172 0.322 -0.348  0.239
H5 0.951 1.483 -0.888  0.250
H6 -0.977 1.381 0.460  0.285

***

Which is the most stable structure? 3 is the most stable.

***

1 | Here is an isolated molecule of CH3N2PS from OMol25. Energies are from ωB97M-V/def2-TZVPD.

The calculation puts the frontier orbital gap at 9.09 eV. The HOMO energy comes out at -9.5 eV. Its charge is 0. Its structure (SMILES) is N#CP(N)S.

Last column: natural (NBO) charge in e.
Positions of all 8 atoms, in Å:
N1 1.586 -1.621 1.249  -0.301
C1 1.153 -0.882 0.477  -0.088
P1 0.600 0.547 -0.567  0.983
N2 -0.088 1.254 0.795  -1.126
S1 -1.239 -0.870 -1.384  -0.422
H1 -0.790 0.744 1.317  0.407
H2 -0.367 2.191 0.694  0.394
H3 -0.855 -1.363 -2.581  0.153

***

2 | Here is an isolated molecule of CH3N2PS from OMol25. Energies are from ωB97M-V/def2-TZVPD.

The calculation puts the frontier orbital gap (spin up / spin down) at 7.08 / 7.08 eV. The HOMO energy (spin up / spin down) comes out at -8.4 / -8.4 eV. Its charge is 0. Its structure (SMILES) is C=NN=[PH]=S.

Last column: natural (NBO) charge in e.
Positions of all 8 atoms, in Å:
C1 -1.023 0.316 -0.234  -0.157
N1 -0.540 -0.806 -0.022  -0.065
N2 0.451 -1.474 -0.051  -0.353
P1 2.029 -0.853 -0.077  0.670
S1 1.740 1.127 -0.028  -0.564
H1 -0.532 0.902 -1.094  0.256
H2 -1.850 0.768 0.417  0.235
H3 2.009 -1.576 1.242  -0.023

***

Which is the most stable structure? 1 is the most stable.

***

1 | Here is the ion C4H12N2 with charge +1 from OMol25. Energies are from ωB97M-V/def2-TZVPD.

The calculation puts the frontier orbital gap (spin up / spin down) at 11.58 / 6.32 eV. As for the expectation value of S²: 0.756. The spin multiplicity is 2. The HOMO energy (spin up / spin down) comes out at -14.6 / -14.3 eV. Its charge is +1.

Last column: natural (NBO) charge in e.
Positions of all 18 atoms, in Å:
N1 -0.717 1.372 0.277  -0.760
C1 2.124 0.567 0.650  -0.626
C2 1.144 -0.276 -0.150  -0.385
C3 -0.348 0.002 0.233  -0.007
C4 -1.148 -0.692 -0.949  -0.238
N2 -2.377 -1.126 -0.433  -0.433
H1 -0.217 1.848 1.021  0.397
H2 -0.425 1.907 -0.542  0.376
H3 1.822 0.619 1.696  0.213
H4 2.341 1.576 0.293  0.227
H5 3.062 0.023 0.649  0.249
H6 1.313 -0.161 -1.216  0.222
H7 1.324 -1.309 0.160  0.225
H8 -0.528 -0.430 1.215  0.224
H9 -0.626 -1.558 -1.313  0.244
H10 -1.391 0.094 -1.655  0.254
H11 -2.396 -2.030 0.032  0.407
H12 -2.958 -0.426 0.030  0.412

***

2 | Here is the ion C4H12N2 with charge +1 from OMol25. Energies are from ωB97M-V/def2-TZVPD.

The calculation puts the frontier orbital gap (spin up / spin down) at 9.21 / 3.67 eV. As for the expectation value of S²: 0.755. The spin multiplicity is 2. The HOMO energy (spin up / spin down) comes out at -12.9 / -12.8 eV. Its charge is +1.

Last column: natural (NBO) charge in e.
Positions of all 18 atoms, in Å:
C1 1.071 0.558 -0.726  -0.215
C2 0.838 -0.623 0.211  -0.437
C3 -0.589 -1.087 0.118  -0.385
C4 -1.663 0.048 0.523  -0.275
N1 -1.517 0.356 2.077  -0.251
N2 2.050 0.224 -1.887  -0.848
H1 0.152 1.101 -0.970  0.159
H2 1.685 1.264 -0.098  0.209
H3 1.416 -1.439 -0.142  0.275
H4 0.938 -0.194 1.188  0.186
H5 -0.940 -1.833 0.795  0.222
H6 -1.176 -1.245 -0.913  0.248
H7 -1.379 0.827 -0.071  0.245
H8 -2.772 -0.094 0.389  0.278
H9 -0.628 -0.003 2.497  0.416
H10 -1.638 1.414 2.128  0.419
H11 2.456 1.052 -2.406  0.384
H12 1.696 -0.328 -2.710  0.371

***

Which is the most stable structure? 1 is the most stable.

***

1 | Here is a structure of composition C38H29IrO3P2S2 from OMol25. Energies are from ωB97M-V/def2-TZVPD.

The calculation puts the frontier orbital gap (spin up / spin down) at 4.81 / 4.81 eV. As for the expectation value of S²: 0.920. The spin multiplicity is 2. The HOMO energy (spin up / spin down) comes out at -10.6 / -10.6 eV. Its charge is +1.

Last column: Löwdin spin population.
Positions of all 75 atoms, in Å:
Ir1 0.503 -0.152 -0.691  0.643
O1 1.421 1.923 -0.317  0.070
C1 1.160 1.271 0.688  0.018
C2 1.139 1.076 2.038  0.003
C3 1.410 2.113 2.983  -0.002
C4 1.254 1.866 4.319  0.001
C5 0.838 0.615 4.797  0.001
C6 0.588 -0.415 3.905  0.000
C7 0.732 -0.207 2.547  0.003
P1 0.411 -1.478 1.305  -0.004
C8 -1.081 -2.335 1.889  -0.001
C9 -0.996 -3.487 2.666  -0.001
C10 -2.148 -4.049 3.187  0.000
C11 -3.382 -3.474 2.931  -0.001
C12 -3.469 -2.328 2.156  0.000
C13 -2.323 -1.762 1.628  0.001
C14 1.737 -2.704 1.390  -0.004
C15 2.958 -2.410 1.992  -0.003
C16 3.939 -3.382 2.052  0.000
C17 3.716 -4.635 1.502  -0.004
C18 2.513 -4.915 0.868  0.000
C19 1.529 -3.949 0.794  -0.003
H1 1.720 3.080 2.621  0.000
H2 1.459 2.654 5.028  0.000
H3 0.716 0.452 5.855  0.000
H4 0.277 -1.389 4.255  0.000
H5 -0.033 -3.936 2.859  0.000
H6 -2.078 -4.938 3.795  0.000
H7 -4.276 -3.927 3.332  0.000
H8 -4.431 -1.881 1.961  0.000
H9 -2.379 -0.877 1.006  0.001
H10 3.126 -1.429 2.413  0.000
H11 4.885 -3.161 2.521  0.000
H12 4.479 -5.397 1.559  0.000
H13 2.352 -5.886 0.423  0.000
H14 0.599 -4.145 0.278  0.000
S1 -4.409 1.274 -2.859  0.069
P2 -2.764 1.586 -1.780  -0.003
S2 -1.518 -0.036 -2.044  0.062
C20 -1.975 3.121 -2.380  0.000
C21 -2.420 4.323 -1.841  0.001
C22 -1.945 5.513 -2.359  0.000
C23 -1.045 5.502 -3.413  0.001
C24 -0.615 4.301 -3.953  0.000
C25 -1.082 3.101 -3.444  0.000
C26 -3.147 1.881 -0.017  -0.001
C27 -4.460 2.086 0.387  0.000
C28 -4.714 2.434 1.703  0.000
C29 -3.670 2.563 2.606  0.000
C30 -2.363 2.323 2.207  0.002
C31 -2.103 1.990 0.891  0.012
H15 -3.133 4.324 -1.029  0.000
H16 -2.285 6.450 -1.944  0.000
H17 -0.686 6.435 -3.820  0.000
H18 0.080 4.301 -4.779  0.000
H19 -0.762 2.159 -3.868  -0.001
H20 -5.262 1.987 -0.331  0.001
H21 -5.727 2.619 2.025  0.000
H22 -3.874 2.857 3.624  0.000
H23 -1.551 2.412 2.913  0.000
H24 -1.086 1.825 0.554  0.011
O2 3.775 -2.415 -1.543  0.025
C32 2.825 -1.864 -2.052  0.010
O3 1.653 -1.734 -1.598  0.088
C33 3.006 -1.265 -3.466  0.001
C34 4.264 -1.332 -4.044  0.000
C35 4.443 -0.834 -5.323  0.000
C36 3.375 -0.289 -6.015  0.000
C37 2.121 -0.230 -5.431  0.000
C38 1.931 -0.714 -4.147  0.001
H25 5.085 -1.771 -3.500  0.000
H26 5.424 -0.878 -5.772  0.000
H27 3.517 0.086 -7.017  0.000
H28 1.284 0.186 -5.973  0.000
H29 0.946 -0.677 -3.701  0.000

***

2 | Here is a structure of composition C38H29IrO3P2S2 from OMol25. Energies are from ωB97M-V/def2-TZVPD.

The calculation puts the frontier orbital gap (spin up / spin down) at 8.68 / 6.60 eV. As for the expectation value of S²: 0.758. The spin multiplicity is 2. The HOMO energy (spin up / spin down) comes out at -11.4 / -11.4 eV. Its charge is +1.

Last column: Löwdin spin population.
Positions of all 75 atoms, in Å:
Ir1 0.103 -0.771 0.042  0.574
O1 -0.213 -3.270 -0.896  0.116
C1 -0.807 -2.240 -0.983  0.033
C2 -2.016 -2.031 -1.818  0.004
C3 -2.531 -3.031 -2.634  -0.001
C4 -3.647 -2.744 -3.402  0.000
C5 -4.238 -1.484 -3.352  -0.001
C6 -3.730 -0.493 -2.524  0.001
C7 -2.611 -0.778 -1.754  0.000
P1 -1.839 0.328 -0.558  -0.005
C8 -1.813 1.969 -1.326  -0.002
C9 -2.822 2.896 -1.054  0.000
C10 -2.858 4.108 -1.726  0.000
C11 -1.899 4.405 -2.681  0.000
C12 -0.907 3.479 -2.974  0.000
C13 -0.866 2.268 -2.305  0.001
C14 -2.994 0.434 0.833  -0.001
C15 -3.951 -0.561 1.017  -0.001
C16 -4.775 -0.538 2.133  0.000
C17 -4.645 0.473 3.073  -0.001
C18 -3.683 1.459 2.903  0.000
C19 -2.855 1.440 1.793  -0.001
H1 -2.057 -4.002 -2.664  0.000
H2 -4.063 -3.503 -4.052  0.000
H3 -5.105 -1.276 -3.965  0.000
H4 -4.200 0.482 -2.483  0.000
H5 -3.590 2.676 -0.327  0.000
H6 -3.643 4.819 -1.502  0.000
H7 -1.928 5.352 -3.203  0.000
H8 -0.163 3.699 -3.728  0.000
H9 -0.088 1.562 -2.555  0.002
H10 -4.058 -1.362 0.296  0.000
H11 -5.517 -1.314 2.265  0.000
H12 -5.291 0.491 3.941  0.000
H13 -3.567 2.239 3.644  0.000
H14 -2.093 2.199 1.683  0.000
S1 1.333 -0.374 -1.903  0.074
P2 3.047 -0.812 -0.849  0.008
S2 2.261 -1.376 0.938  0.037
C20 3.967 -2.098 -1.685  0.004
C21 5.347 -2.007 -1.853  0.000
C22 6.031 -3.043 -2.472  0.000
C23 5.341 -4.162 -2.914  0.000
C24 3.965 -4.258 -2.735  0.000
C25 3.275 -3.231 -2.119  0.001
C26 4.111 0.622 -0.715  0.003
C27 4.481 1.293 -1.882  0.001
C28 5.325 2.386 -1.804  0.000
C29 5.801 2.807 -0.567  0.001
C30 5.431 2.141 0.591  0.000
C31 4.580 1.047 0.522  0.001
H15 5.887 -1.136 -1.506  0.000
H16 7.101 -2.975 -2.608  0.000
H17 5.876 -4.966 -3.401  0.000
H18 3.434 -5.137 -3.073  0.000
H19 2.204 -3.306 -1.967  0.001
H20 4.109 0.964 -2.846  0.000
H21 5.611 2.912 -2.705  0.000
H22 6.463 3.661 -0.509  0.000
H23 5.799 2.476 1.552  0.000
H24 4.273 0.536 1.426  0.000
O2 -0.719 -1.348 1.875  0.005
C32 -0.451 -0.258 2.482  0.007
O3 0.083 0.658 1.782  0.133
C33 -0.771 -0.080 3.903  0.002
C34 -1.440 -1.088 4.591  0.000
C35 -1.796 -0.888 5.914  0.000
C36 -1.485 0.311 6.542  -0.001
C37 -0.810 1.313 5.856  0.000
C38 -0.453 1.121 4.532  0.001
H25 -1.677 -2.013 4.083  0.000
H26 -2.316 -1.666 6.458  0.000
H27 -1.766 0.465 7.576  0.000
H28 -0.564 2.241 6.355  0.000
H29 0.070 1.889 3.977  0.001

***

Which is the most stable structure? 2 is the most stable.

***

1 | Here is an isolated molecule of C12H20N2O from OMol25. Energies are from ωB97M-V/def2-TZVPD.

The calculation puts the frontier orbital gap at 8.99 eV. The HOMO energy comes out at -8.2 eV. Its charge is 0. Its structure (SMILES) is CC(C)=CCN1C[C@H]2CC[C@@H](C1=O)N2C.

Last column: natural (NBO) charge in e.
Positions of all 35 atoms, in Å:
C1 2.054 0.541 3.604  -0.662
C2 2.361 -0.327 2.416  0.051
C3 3.101 -1.670 2.643  -0.649
C4 1.996 0.023 1.112  -0.230
C5 1.046 1.147 0.758  -0.263
N1 0.141 0.736 -0.326  -0.441
C6 -0.415 -0.650 -0.244  -0.228
C7 -1.633 -0.920 -1.184  -0.055
C8 -2.942 -0.316 -0.628  -0.414
C9 -3.083 1.044 -1.373  -0.383
C10 -1.616 1.124 -2.089  -0.125
C11 -0.652 1.626 -1.015  0.652
O1 -0.602 2.824 -0.782  -0.632
N2 -1.509 -0.349 -2.506  -0.466
C12 -0.556 -0.806 -3.543  -0.408
H1 2.994 0.999 3.884  0.227
H2 1.434 1.447 3.380  0.225
H3 1.668 -0.022 4.451  0.218
H4 2.649 -2.207 3.448  0.215
H5 4.221 -1.590 2.909  0.216
H6 3.103 -2.432 1.748  0.220
H7 2.494 -0.459 0.273  0.210
H8 1.571 2.086 0.447  0.236
H9 0.396 1.539 1.552  0.201
H10 -0.730 -0.858 0.746  0.196
H11 0.404 -1.394 -0.572  0.194
H12 -1.852 -1.996 -1.244  0.212
H13 -2.818 -0.089 0.403  0.205
H14 -3.790 -1.000 -0.823  0.219
H15 -3.126 1.995 -0.852  0.222
H16 -3.803 1.005 -2.132  0.209
H17 -1.581 1.776 -2.983  0.237
H18 0.130 -1.573 -3.104  0.190
H19 -1.119 -1.263 -4.363  0.197
H20 0.066 0.010 -4.011  0.204

***

2 | Here is a cluster of 2 separate species, C12H20N2O in total from OMol25. Energies are from ωB97M-V/def2-TZVPD.

The calculation puts the frontier orbital gap at 9.71 eV. The HOMO energy comes out at -8.9 eV. Its charge is 0. Its structure (SMILES) is CN1CC[C@H](CO)[C@H]1c1cccnc1.C.

Last column: natural (NBO) charge in e.
Positions of all 35 atoms, in Å:
C1 -0.342 -1.808 -1.933  -0.427
N1 -0.654 -0.727 -0.956  -0.446
C2 -1.898 0.031 -1.194  -0.212
C3 -1.581 1.420 -0.450  -0.410
C4 -0.149 1.322 0.027  -0.258
C5 0.799 2.538 -0.019  -0.048
O1 1.736 2.519 0.994  -0.719
C6 0.407 0.305 -0.889  -0.053
C7 1.736 -0.252 -0.303  -0.050
C8 1.708 -1.098 0.850  -0.184
C9 2.950 -1.366 1.468  -0.245
C10 4.180 -1.012 0.856  0.043
N2 4.141 -0.224 -0.137  -0.413
C11 2.983 0.138 -0.699  -0.013
H1 -1.038 -2.690 -1.751  0.207
H2 0.665 -2.223 -1.813  0.211
H3 -0.359 -1.447 -2.991  0.171
H4 -2.080 0.122 -2.227  0.172
H5 -2.678 -0.576 -0.718  0.201
H6 -2.298 1.700 0.349  0.224
H7 -1.630 2.159 -1.299  0.202
H8 -0.139 0.847 1.013  0.216
H9 1.369 2.492 -0.964  0.151
H10 0.090 3.348 -0.072  0.188
H11 2.318 1.763 0.969  0.483
H12 0.631 0.725 -1.871  0.174
H13 0.739 -1.384 1.235  0.237
H14 2.928 -1.899 2.400  0.213
H15 5.123 -1.340 1.189  0.194
H16 3.077 0.941 -1.400  0.189
C12 -4.526 -0.860 2.056  -0.842
H17 -3.866 -0.103 1.707  0.208
H18 -5.386 -0.426 2.588  0.212
H19 -4.047 -1.511 2.739  0.212
H20 -4.909 -1.425 1.247  0.210

***

Which is the most stable structure? 2 is the most stable.

***

1 | Here is a structure of composition C2H2N3O from OMol25. Energies are from ωB97M-V/def2-TZVPD.

The calculation puts the frontier orbital gap at 9.91 eV. The HOMO energy comes out at -17.6 eV. Its charge is +1.

Last column: natural (NBO) charge in e.
Positions of all 8 atoms, in Å:
C1 -0.385 -1.107 0.247  0.277
C2 -0.255 1.209 -0.056  0.535
N1 0.986 -1.152 -0.135  -0.040
N2 1.673 -0.245 -0.045  0.372
N3 -0.945 0.008 0.147  -0.350
O1 0.935 1.328 0.235  -0.340
H1 -1.080 -1.987 0.333  0.299
H2 -0.930 1.948 -0.726  0.247

***

2 | Here is a cluster of 2 separate species, C2H2N3O in total from OMol25. Energies are from ωB97M-V/def2-TZVPD.

The calculation puts the frontier orbital gap (spin up / spin down) at 8.12 / 7.85 eV. The HOMO energy (spin up / spin down) comes out at -14.7 / -14.5 eV. Its charge is +1.

Last column: natural (NBO) charge in e.
Positions of all 8 atoms, in Å:
C1 -0.456 0.026 1.382  0.072
C2 -0.123 0.221 0.068  0.216
N1 -0.791 -0.279 2.420  -0.078
N2 1.146 -1.578 -0.751  0.481
N3 -0.264 1.084 -0.834  -0.613
O1 1.205 -2.340 0.028  0.031
H1 -0.753 1.895 -0.480  0.432
H2 0.035 0.972 -1.832  0.459

***

Which is the most stable structure? 1 is the most stable.